1.
{"formula": "C4H20NO5", "method": "ωB97M-V/def2-TZVPD", "homo_ev": -14.17, "lumo_ev": -3.156, "gap_ev": 11.0, "max_force_ev_per_a": 2.1, "total_charge": 1, "e_above_lowest_ev": 1.603, "species": ["C", "C", "C", "C", "N", "H", "H", "H", "H", "H", "H", "H", "H", "H", "H", "H", "H", "O", "H", "H", "O", "H", "H", "O", "H", "H", "O", "H", "H", "O"], "coordinates": [[2.20519, -0.95902, 1.72716], [1.58105, -1.31128, 0.34981], [1.41429, -0.08420, -0.58941], [-0.66675, 0.88406, -1.37175], [0.10963, 0.50608, -0.43094], [2.49207, -1.95429, 2.07488], [1.53570, -0.52434, 2.43969], [3.04082, -0.24070, 1.62721], [0.65275, -1.90378, 0.43595], [2.35543, -1.92508, -0.04713], [1.65060, -0.50441, -1.57088], [2.12003, 0.65912, -0.22894], [-0.34901, 1.13914, -2.35704], [-1.65658, 1.23524, -1.10339], [-0.33372, 0.40197, 0.51912], [-2.96288, -1.51394, -2.24905], [-2.90600, -1.31042, -0.72640], [-2.33636, -1.31885, -1.54425], [-0.20898, -1.35836, -3.17241], [0.61292, -0.38718, -4.00496], [-0.21690, -0.44853, -3.51583], [0.68248, 3.74382, 0.90971], [1.71020, 2.82849, 1.71167], [0.97609, 2.84511, 1.08732], [-3.09452, -1.51973, 1.72995], [-2.60563, -0.32128, 1.11195], [-3.20297, -1.05371, 0.88502], [-0.45320, 2.08109, 1.66159], [-1.21165, 1.08566, 2.77345], [-0.93408, 1.22933, 1.86792]]}



2.
{"formula": "C22H60N11O3P3", "method": "ωB97M-V/def2-TZVPD", "homo_ev": -8.64, "lumo_ev": 0.180, "gap_ev": 8.8, "max_force_ev_per_a": 1.2, "e_above_lowest_ev": 0.000, "smiles": "CN(C)P(=O)(N(C)C)N(C)C.CN(C)P(=O)(N(C)C)N(C)C.CN(C)P(=O)(N(C)C)N(C)C.CC#N.CC#N", "species": ["O", "P", "N", "C", "C", "N", "C", "C", "N", "C", "C", "H", "H", "H", "H", "H", "H", "H", "H", "H", "H", "H", "H", "H", "H", "H", "H", "H", "H", "O", "P", "N", "C", "C", "N", "C", "C", "N", "C", "C", "H", "H", "H", "H", "H", "H", "H", "H", "H", "H", "H", "H", "H", "H", "H", "H", "H", "H", "O", "P", "N", "C", "C", "N", "C", "C", "N", "C", "C", "H", "H", "H", "H", "H", "H", "H", "H", "H", "H", "H", "H", "H", "H", "H", "H", "H", "H", "C", "C", "N", "H", "H", "H", "C", "C", "N", "H", "H", "H"], "coordinates": [[-1.55044, 4.17685, -2.50757], [-0.58540, 5.25066, -2.21232], [-1.05787, 6.47009, -1.19885], [-1.32931, 6.04889, 0.18355], [-1.92022, 7.53045, -1.70941], [-0.15564, 6.03036, -3.60820], [-0.56083, 5.44773, -4.88051], [0.74857, 7.17121, -3.66963], [0.76697, 4.65681, -1.46628], [1.11577, 3.25538, -1.68321], [1.75773, 5.50519, -0.84300], [-0.43325, 5.62153, 0.62771], [-2.15109, 5.33063, 0.22571], [-1.54789, 6.92852, 0.79077], [-1.44191, 8.04385, -2.54282], [-2.04568, 8.26910, -0.91918], [-2.88278, 7.16538, -2.07888], [-0.52422, 4.36157, -4.84982], [-1.57547, 5.74596, -5.16861], [0.10107, 5.81694, -5.66536], [1.78086, 6.84079, -3.81498], [0.46114, 7.81035, -4.50730], [0.64790, 7.77603, -2.77005], [1.70085, 2.88488, -0.84238], [0.19924, 2.68008, -1.80191], [1.71498, 3.12937, -2.59325], [1.95015, 6.40480, -1.43387], [2.69975, 4.96373, -0.77363], [1.46539, 5.85608, 0.15139], [0.03478, -7.27521, 2.48411], [0.31635, -6.77177, 1.13092], [0.84653, -7.96161, 0.11865], [0.97500, -9.32904, 0.60015], [1.30401, -7.72019, -1.22272], [1.45972, -5.55388, 1.10832], [2.25144, -5.34726, 2.32721], [1.47897, -4.50162, 0.10914], [-0.95968, -6.10889, 0.30578], [-1.59558, -4.91313, 0.88165], [-1.91389, -6.97398, -0.36621], [2.02150, -9.65154, 0.58626], [0.42432, -10.02208, -0.05165], [0.55448, -9.42197, 1.59608], [2.38036, -7.53054, -1.28023], [0.77083, -6.86995, -1.65736], [1.03813, -8.57491, -1.85088], [1.62993, -5.12954, 3.19870], [2.85141, -6.23305, 2.53868], [2.92844, -4.50801, 2.18124], [2.37562, -3.88662, 0.22396], [1.56831, -4.90703, -0.89828], [0.62310, -3.82474, 0.18435], [-0.92924, -4.41367, 1.57629], [-1.91473, -4.27083, 0.05662], [-2.49900, -5.20006, 1.43163], [-1.37236, -7.67518, -1.00213], [-2.56698, -6.36535, -0.99001], [-2.50336, -7.57037, 0.33917], [-3.77204, 0.24170, 3.59488], [-2.42150, 0.66913, 3.19229], [-2.49542, 2.02069, 2.23288], [-1.40184, 2.50185, 1.39839], [-3.71467, 2.78997, 2.14631], [-1.55874, -0.40950, 2.28241], [-2.10467, -0.75207, 0.95853], [-0.58977, -1.32338, 2.82342], [-1.41597, 0.95303, 4.47958], [-0.07122, 1.45669, 4.27248], [-2.05266, 1.42775, 5.68511], [-0.83000, 3.25170, 1.96045], [-1.78208, 3.00910, 0.50972], [-0.74620, 1.69062, 1.09775], [-4.35358, 2.57819, 3.00299], [-4.30140, 2.52831, 1.25718], [-3.49589, 3.85973, 2.12929], [-3.19387, -0.81307, 0.97411], [-1.72357, -0.02000, 0.24920], [-1.79318, -1.76799, 0.71600], [-0.55199, -1.28554, 3.90852], [-0.84553, -2.37151, 2.60847], [0.40015, -1.23211, 2.35393], [0.38207, 0.98494, 3.40339], [-0.06409, 2.54681, 4.15176], [0.54830, 1.19457, 5.13398], [-2.24376, 2.51104, 5.67654], [-1.41329, 1.21899, 6.54918], [-2.99001, 0.89961, 5.84368], [1.57565, -0.44501, -0.20202], [2.39844, -0.36576, -1.41161], [3.04661, -0.29536, -2.35305], [1.16547, -1.45180, -0.16585], [0.80887, 0.32400, -0.22626], [2.24273, -0.27184, 0.64247], [4.66616, -0.70827, -5.28286], [5.90979, -0.87776, -5.99616], [6.89662, -1.01321, -6.56018], [4.53385, 0.32713, -4.95987], [4.63710, -1.23390, -4.32709], [3.78835, -1.00866, -5.84753]]}



3.
{"formula": "C21H24Cl2N2O3", "method": "ωB97M-V/def2-TZVPD", "homo_ev": -7.79, "lumo_ev": 0.440, "gap_ev": 8.2, "max_force_ev_per_a": 0.5, "e_above_lowest_ev": 0.017, "smiles": "COC(=O)[C@@H](Cc1ccc(N(CCCl)CCCl)cc1)/N=C/c1ccccc1O", "species": ["C", "H", "H", "H", "O", "C", "O", "C", "N", "C", "C", "C", "C", "C", "C", "C", "O", "H", "H", "H", "H", "H", "H", "H", "C", "C", "C", "C", "C", "C", "C", "H", "H", "N", "C", "H", "C", "H", "H", "Cl", "H", "C", "H", "H", "C", "H", "H", "Cl", "H", "H", "H", "H"], "coordinates": [[4.88168, 4.66931, 0.20146], [5.46839, 4.47464, -0.69817], [4.55233, 5.70460, 0.22814], [5.49218, 4.43678, 1.07614], [3.69986, 3.87742, 0.19961], [3.88185, 2.55474, 0.16972], [4.96020, 2.02603, 0.16310], [2.54172, 1.81635, 0.16605], [2.74652, 0.40960, -0.00228], [3.40514, -0.26308, 0.85372], [3.67247, -1.67066, 0.67182], [4.41147, -2.36605, 1.63331], [4.69248, -3.70575, 1.48392], [4.23375, -4.38147, 0.35887], [3.50247, -3.72065, -0.60459], [3.21060, -2.36228, -0.46866], [2.49854, -1.75692, -1.42307], [2.40381, -0.80558, -1.15727], [3.14257, -4.23299, -1.48322], [4.45208, -5.43200, 0.23657], [5.26622, -4.22846, 2.23374], [4.76649, -1.82975, 2.50189], [3.79719, 0.18194, 1.77521], [2.06780, 2.04042, 1.13522], [1.63445, 2.33038, -0.96892], [0.27785, 1.69521, -0.87183], [-0.05365, 0.57513, -1.61893], [-1.28441, -0.03720, -1.49087], [-2.25478, 0.45436, -0.60904], [-1.91545, 1.59148, 0.13536], [-0.67638, 2.18560, 0.00890], [-0.45385, 3.06118, 0.60318], [-2.61692, 2.03181, 0.82453], [-3.48875, -0.15419, -0.47919], [-4.44830, 0.27606, 0.50684], [-5.09970, -0.56403, 0.75629], [-5.30032, 1.43881, -0.01390], [-5.87840, 1.14089, -0.88876], [-4.68288, 2.30100, -0.26397], [-6.46213, 1.95620, 1.23426], [-3.93735, 0.57250, 1.42557], [-3.90090, -1.20926, -1.36909], [-4.99235, -1.22333, -1.41664], [-3.52934, -1.01312, -2.38011], [-3.40605, -2.59308, -0.93573], [-3.58455, -3.33073, -1.71760], [-2.34965, -2.56771, -0.67290], [-4.27821, -3.16142, 0.51496], [-1.47166, -0.91375, -2.08887], [0.66039, 0.16472, -2.31686], [1.55591, 3.41503, -0.88627], [2.10128, 2.07692, -1.92196]]}